102
Properties=species:S:1:pos:R:3:lowdin_charge:R:1 method="wB97M-V/def2-TZVPD" max_force_ev_per_a=1.1 e_homo_ev=-7.46 energy_ev=-282996.6684 de_lowest_kj_mol=65.3 e_lumo_ha=0.0048
Mg -0.341 0.580 -0.341 0.4176
Se 1.628 -0.283 2.122 0.2986
P 0.575 1.223 3.240 0.1407
Se -1.278 1.935 2.421 0.3642
C 1.689 2.668 3.467 -0.4056
C 3.060 2.493 3.606 -0.1337
C 3.894 3.595 3.671 -0.0842
C 3.370 4.875 3.583 -0.0867
C 2.006 5.050 3.444 -0.0797
C 1.169 3.951 3.391 -0.1248
C 0.330 0.543 4.923 -0.3968
C -0.941 0.304 5.420 -0.1269
C -1.094 -0.268 6.670 -0.0834
C 0.014 -0.603 7.428 -0.0891
C 1.285 -0.376 6.926 -0.0817
C 1.444 0.186 5.674 -0.1011
H 3.480 1.496 3.631 0.0708
H 4.962 3.456 3.765 0.1021
H 4.021 5.736 3.609 0.1008
H 1.594 6.043 3.350 0.1032
H 0.105 4.089 3.264 0.0417
H -1.807 0.575 4.831 0.0522
H -2.085 -0.446 7.062 0.1014
H -0.108 -1.032 8.413 0.1009
H 2.155 -0.634 7.512 0.1025
H 2.434 0.339 5.273 0.0872
C -5.760 1.515 -0.404 -0.0341
C -4.805 0.617 0.314 -0.2405
C -5.168 -0.044 1.486 -0.0069
C -4.241 -0.831 2.142 -0.0936
C -2.975 -0.939 1.580 -0.7607
Br -1.692 -2.031 2.442 0.8123
N -2.609 -0.329 0.468 -0.0397
C -3.507 0.436 -0.141 -0.1387
H -6.762 1.091 -0.404 0.0815
H -5.435 1.683 -1.428 0.0780
H -5.803 2.478 0.106 0.0885
H -6.169 0.065 1.881 0.1212
H -4.469 -1.335 3.070 0.1029
H -3.170 0.929 -1.044 0.1042
C 4.268 2.942 -0.875 -0.0615
C 2.886 2.334 -1.122 -0.3585
C 1.950 2.907 -0.065 -0.0617
C 2.912 0.797 -1.054 -0.2951
C 4.074 0.166 -1.852 -0.0787
O 3.452 -0.824 -2.653 0.0104
C 2.119 -0.684 -2.502 -0.3138
N 1.730 0.173 -1.644 0.1265
C 1.355 -1.532 -3.430 -0.1234
C 1.980 -1.830 -4.647 -0.0065
C 1.387 -2.660 -5.578 -0.0587
C 0.161 -3.241 -5.298 -0.0548
C -0.471 -2.942 -4.109 -0.0807
C 0.093 -2.074 -3.175 -0.2717
P -0.875 -1.678 -1.667 1.1056
C -0.890 -3.360 -0.955 -0.3551
C 0.035 -3.622 0.053 -0.1470
C 0.091 -4.879 0.630 -0.0841
C -0.769 -5.878 0.203 -0.0787
C -1.688 -5.622 -0.800 -0.0726
C -1.743 -4.370 -1.384 -0.0996
C -2.506 -1.493 -2.461 -0.3711
C -3.677 -1.926 -1.844 -0.1198
C -4.911 -1.613 -2.384 -0.0783
C -4.993 -0.844 -3.533 -0.0804
C -3.835 -0.402 -4.150 -0.0612
C -2.600 -0.728 -3.622 -0.0913
H 4.174 4.024 -0.838 0.0833
H 4.981 2.708 -1.660 0.0644
H 4.666 2.599 0.077 0.0885
H 2.535 2.626 -2.118 0.1458
H 2.396 2.773 0.919 0.0641
H 0.983 2.404 -0.083 0.0067
H 1.787 3.971 -0.222 0.0995
H 2.949 0.502 0.001 0.0460
H 4.835 -0.300 -1.226 0.1356
H 4.548 0.886 -2.526 0.1204
H 2.939 -1.388 -4.867 0.1194
H 1.879 -2.859 -6.518 0.1074
H -0.304 -3.916 -6.002 0.1095
H -1.432 -3.388 -3.904 0.1008
H 0.697 -2.834 0.397 0.0671
H 0.800 -5.075 1.420 0.1085
H -0.729 -6.856 0.660 0.1035
H -2.369 -6.394 -1.128 0.1051
H -2.460 -4.186 -2.169 0.0934
H -3.624 -2.505 -0.932 0.1086
H -5.812 -1.959 -1.900 0.1092
H -5.956 -0.583 -3.944 0.1037
H -3.892 0.207 -5.040 0.1084
H -1.701 -0.386 -4.114 0.0993
F -2.204 4.789 -4.535 0.0330
C -1.808 3.891 -3.594 -0.2876
C -1.066 2.794 -3.981 -0.0243
C -0.663 1.895 -3.005 -0.1639
C -1.016 2.038 -1.668 -0.2457
C -1.773 3.157 -1.332 -0.1490
C -2.162 4.096 -2.276 -0.0216
H -0.804 2.661 -5.020 0.1110
H -0.044 1.055 -3.296 0.0681
H -2.071 3.305 -0.298 0.0690
H -2.730 4.972 -2.003 0.1101